Density functional theory data (the ωB97M-V functional and the def2-TZVPD basis) for C30H30CuN5SSi as an isolated structure.

The geometry in XYZ format:
```
68
Properties=species:S:1:pos:R:3:forces:R:3
Cu 0.9768 0.6058 0.4240 -0.35 -0.69 0.51
N 2.4511 3.1917 -0.9403 0.01 -0.02 0.03
C 1.0843 3.3541 -0.7703 -0.24 -0.05 0.14
C 0.4823 4.4575 -1.3936 0.02 0.14 -0.03
C -0.8805 4.6220 -1.3049 0.14 -0.09 0.05
C -1.6275 3.6794 -0.6029 -0.09 0.04 0.03
C -0.9554 2.6443 0.0050 -0.08 0.13 -0.03
N 0.3782 2.4869 -0.0492 -0.18 0.38 -0.42
C 3.2925 2.1172 -0.6653 0.07 -0.18 0.15
C 4.5361 2.0868 -1.3077 0.09 0.07 -0.05
C 5.3758 1.0170 -1.0902 -0.14 0.11 0.04
C 4.9793 0.0163 -0.2094 0.06 -0.08 0.05
C 3.7638 0.1527 0.4224 0.17 0.07 -0.04
N 2.9225 1.1732 0.1930 0.38 0.06 -0.22
H 2.8460 3.8442 -1.5948 0.03 0.04 -0.01
H 1.0928 5.1638 -1.9430 -0.01 -0.01 -0.01
H -1.3594 5.4658 -1.7833 0.01 -0.01 -0.03
H -2.7055 3.7398 -0.5474 0.02 -0.02 0.03
H -1.4887 1.8751 0.5505 0.00 -0.03 -0.01
H 4.8243 2.8970 -1.9664 -0.02 -0.04 -0.04
H 6.3309 0.9659 -1.5954 0.00 -0.01 -0.01
H 5.6011 -0.8472 -0.0219 -0.01 0.03 0.05
H 3.4243 -0.5686 1.1544 -0.04 -0.04 -0.06
C -0.3916 -4.9395 2.8499 0.04 0.00 0.03
C -1.4955 -4.6559 2.0595 -0.04 -0.07 0.02
C -1.4569 -3.5979 1.1600 -0.01 -0.04 -0.05
C -0.3196 -2.8012 1.0266 0.04 0.35 0.04
C 0.7771 -3.1034 1.8375 0.02 -0.02 0.02
C 0.7519 -4.1601 2.7352 0.00 -0.02 -0.01
Si -0.1865 -1.2879 -0.1370 0.05 -0.08 -0.34
C 0.4819 -2.0379 -1.7801 -0.04 0.14 0.20
C 1.5738 -1.4391 -2.4107 0.00 0.03 -0.04
C 2.1311 -1.9626 -3.5706 -0.02 -0.04 -0.04
C 1.5946 -3.1118 -4.1332 0.08 0.08 0.00
C 0.5010 -3.7201 -3.5319 -0.05 -0.08 -0.04
C -0.0432 -3.1884 -2.3715 -0.04 -0.03 0.01
C -2.0168 -0.8500 -0.5297 0.24 0.06 0.10
C -2.8864 -0.5622 0.5286 -0.05 -0.05 -0.02
C -4.1356 0.0027 0.3183 -0.01 0.01 0.04
C -4.5500 0.3021 -0.9740 -0.04 0.04 -0.01
C -3.7160 0.0049 -2.0421 -0.07 0.03 -0.02
C -2.4680 -0.5647 -1.8193 0.02 -0.01 0.00
H -0.4210 -5.7586 3.5583 -0.02 0.00 -0.02
H -2.3888 -5.2635 2.1482 -0.01 0.02 -0.02
H -2.3306 -3.3884 0.5510 0.00 0.00 0.02
H 1.6672 -2.4845 1.7696 -0.02 0.01 0.03
H 1.6157 -4.3688 3.3553 0.00 0.00 -0.01
H 1.9992 -0.5367 -1.9810 0.00 -0.01 0.04
H 2.9830 -1.4765 -4.0328 -0.01 -0.01 0.00
H 2.0300 -3.5294 -5.0330 -0.03 -0.01 0.00
H 0.0775 -4.6150 -3.9732 -0.01 0.00 0.03
H -0.8947 -3.6803 -1.9108 0.02 -0.02 -0.01
H -2.5725 -0.8038 1.5420 -0.04 0.01 -0.03
H -4.7944 0.2079 1.1558 0.00 -0.01 -0.01
H -5.5181 0.7579 -1.1437 -0.01 -0.04 -0.01
H -4.0445 0.2173 -3.0531 0.03 0.00 0.00
H -1.8261 -0.7888 -2.6651 -0.01 0.03 0.00
C -2.7792 1.9443 3.2779 0.10 0.06 0.03
N -1.5107 1.2478 3.2490 -0.15 0.09 0.01
C -0.3020 1.8276 3.2348 -0.09 0.02 -0.03
N -0.2652 3.1774 3.2758 -0.17 0.04 -0.02
S 1.0955 0.9160 3.1781 0.33 -0.12 0.02
H -3.5785 1.2120 3.2112 0.00 0.01 -0.01
H -2.8789 2.6267 2.4281 -0.04 -0.03 -0.02
H -2.9031 2.5131 4.2034 0.00 -0.02 0.00
H -1.4992 0.2428 3.2229 0.07 -0.04 -0.03
H -1.0865 3.7380 3.1170 0.04 -0.03 0.02
H 0.6354 3.5978 3.1357 0.03 0.01 0.00
```
Positions in Å, forces in eV/Å.

Its HOMO-LUMO gap is 6.75 eV. For the highest occupied orbital energy, the calculation gives -0.237 Ha. As for the calculated total energy: -3763.199358 Ha. As for the multiplicity: 1.

Here are the Mulliken charges for atoms 1 to 6, given in e: Cu -1.097; N -0.124; C 0.605; C -0.726; C -0.493; C -1.363

=====

Density functional theory data (the ωB97M-V functional and the def2-TZVPD basis) for C30H26ClN5O8Pb as an isolated structure.

The geometry in XYZ format:
```
71
Properties=species:S:1:pos:R:3:forces:R:3
Pb 0.8430 -0.7181 -1.2312 0.47 -0.22 -0.20
O -3.4909 -1.5399 0.2658 0.00 -0.03 -0.11
C -2.3889 -1.4317 -0.3122 0.14 0.13 0.18
N -1.2516 -0.9425 0.1511 -0.09 -0.15 0.15
C -1.3103 -0.5335 1.5407 -0.13 0.18 -0.20
C -0.1459 -0.9700 2.3891 0.08 -0.02 0.01
C -0.3242 -1.1169 3.7650 0.01 0.02 0.07
C 0.7544 -1.4690 4.5536 -0.05 0.07 -0.02
C 1.9831 -1.6852 3.9496 0.07 0.01 0.03
C 2.0719 -1.5292 2.5773 -0.04 0.04 -0.08
N 1.0387 -1.1668 1.8195 0.00 0.04 -0.25
C -2.2924 -1.9704 -1.7261 -0.04 -0.04 -0.13
C -3.3783 -2.6552 -2.2598 -0.09 0.01 -0.03
C -3.2604 -3.2282 -3.5129 0.06 0.07 0.03
C -2.0627 -3.0959 -4.2020 -0.05 0.00 0.02
C -1.0341 -2.3743 -3.6168 0.02 -0.15 0.03
N -1.1581 -1.8204 -2.4090 -0.05 -0.16 0.08
H -2.2281 -0.9066 2.0002 -0.05 0.04 0.02
H -1.3523 0.5663 1.5992 -0.02 -0.02 0.06
H -1.3025 -0.9478 4.1987 0.01 0.00 -0.02
H 0.6386 -1.5724 5.6265 0.00 -0.02 0.00
H 2.8526 -1.9704 4.5276 0.01 -0.02 -0.03
H 2.9991 -1.7086 2.0466 0.03 -0.01 0.00
H -4.2764 -2.7188 -1.6622 0.03 -0.01 0.02
H -4.0882 -3.7782 -3.9460 -0.01 -0.01 0.00
H -1.9228 -3.5484 -5.1754 0.03 0.02 -0.01
H -0.0574 -2.2084 -4.0753 -0.05 -0.07 0.07
C -0.6257 0.5859 -4.3852 -0.03 0.08 -0.13
O -0.5289 1.0501 -3.0483 0.03 -0.15 0.03
C -1.5872 1.6769 -2.4844 -0.06 0.15 0.19
C -2.7877 1.9284 -3.1346 0.02 -0.04 -0.11
C -3.8123 2.6069 -2.4811 0.01 -0.01 0.05
C -3.6444 3.0215 -1.1714 0.00 0.01 -0.05
C -2.4491 2.7623 -0.5138 0.07 -0.06 -0.01
C -1.4028 2.0999 -1.1495 -0.45 0.00 -0.13
N -0.1464 1.8255 -0.5840 0.41 0.17 0.03
N 0.0036 2.3203 0.5709 -0.28 0.22 -0.02
C 1.2060 2.2627 1.1926 0.43 -0.13 -0.01
C 2.4786 2.0668 0.5068 -0.35 0.04 -0.01
O 2.6146 1.9553 -0.7202 -0.02 -0.20 -0.04
C 3.6648 2.0508 1.3672 0.05 -0.13 0.17
C 3.6071 2.2361 2.6974 0.02 -0.04 -0.04
C 2.3698 2.5271 3.3654 -0.13 0.03 0.08
C 2.3283 2.7639 4.7476 -0.02 -0.01 -0.03
C 1.1472 3.0640 5.3863 0.02 0.03 0.07
C -0.0343 3.1283 4.6342 0.06 0.00 -0.04
C -0.0219 2.8732 3.2831 -0.04 0.01 0.08
C 1.1788 2.5665 2.6028 0.03 -0.08 -0.03
H -0.6394 1.4323 -5.0802 -0.04 0.04 0.02
H 0.2626 -0.0320 -4.5267 0.03 0.08 -0.03
H -1.5229 -0.0225 -4.5342 0.00 0.08 0.03
H -2.9324 1.5970 -4.1532 0.03 0.01 -0.01
H -4.7410 2.8030 -3.0045 0.01 -0.02 0.00
H -4.4397 3.5531 -0.6625 0.00 -0.05 0.03
H -2.3056 3.0690 0.5129 0.04 0.03 -0.01
H 4.5969 1.8081 0.8700 -0.01 0.07 -0.03
H 4.5043 2.1576 3.3056 0.01 0.03 -0.02
H 3.2552 2.7042 5.3106 0.00 0.01 -0.01
H 1.1281 3.2494 6.4543 0.01 -0.01 -0.01
H -0.9672 3.3796 5.1271 -0.02 -0.04 -0.03
H -0.9396 2.9046 2.7123 0.01 -0.02 0.01
O 2.2849 -4.3840 1.0765 0.02 -0.02 -0.07
Cl 2.2906 -3.9409 -0.2976 0.09 -0.29 0.14
O 2.6678 -5.0304 -1.1635 0.01 0.00 0.04
O 0.9628 -3.4802 -0.6580 -0.24 0.17 -0.14
O 3.2181 -2.8456 -0.4528 0.12 0.20 0.05
C 2.7991 -1.8628 -3.6761 -0.01 0.05 -0.04
O 1.5763 -1.2194 -3.5403 -0.07 0.06 0.31
H 3.1038 -1.9333 -4.7413 0.01 0.02 0.04
H 2.7968 -2.8943 -3.2858 0.00 0.02 -0.01
H 3.6265 -1.3444 -3.1558 -0.03 -0.03 -0.01
```
Positions in Å, forces in eV/Å.

Its HOMO-LUMO gap is 6.42 eV. Its charge is -2. For the highest occupied orbital energy, the calculation gives -0.067 Ha. As for the calculated total energy: -2687.376605 Ha. As for the multiplicity: 1.

Here are the Mulliken charges for atoms 1 to 6, given in e: Pb 1.442; O -0.913; C -0.273; N 0.517; C -1.253; C 0.791

=====

Density functional theory data (the ωB97M-V functional and the def2-TZVPD basis) for C29H42N7OPV as an isolated structure in a non-equilibrium geometry.

The geometry in XYZ format:
```
81
Properties=species:S:1:pos:R:3:forces:R:3
V 9.3625 11.5347 10.2866 -3.96 2.60 4.25
C 12.8769 10.9752 8.3173 0.13 -0.33 0.25
C 11.5593 10.8956 9.0345 -0.24 1.14 0.21
N 10.8932 12.0065 9.5375 4.59 -0.91 -2.83
N 11.2089 13.0985 8.8507 -0.20 -2.08 -1.09
C 11.4329 14.2676 9.4053 -1.36 3.73 2.51
O 11.2690 14.5244 10.6404 0.46 -0.61 -2.53
C 11.8378 15.2682 8.3308 0.93 0.04 0.37
C 12.5100 14.7620 7.1836 0.06 0.06 0.53
C 13.4702 15.5404 6.5485 0.46 -0.64 -1.01
C 13.5807 16.8930 6.8378 -0.40 -0.38 0.07
C 12.7316 17.4339 7.7789 -0.39 1.54 0.68
C 11.9249 16.6530 8.5856 0.25 -1.49 -0.37
C 10.8081 9.6918 9.1152 -0.13 -1.81 0.99
C 11.3423 8.4112 8.8367 0.30 2.22 -0.34
C 10.5141 7.3386 8.9118 -0.30 -1.58 0.39
C 9.2351 7.4834 9.5201 -1.05 -1.47 -1.16
C 8.7273 8.7529 9.7420 0.85 -1.85 0.35
N 9.5126 9.8114 9.5908 1.40 -0.99 -1.46
H 12.8025 10.6964 7.2343 -0.04 0.25 0.88
H 13.2745 11.9949 8.4046 -0.05 -0.43 -0.09
H 13.5765 10.2483 8.8178 -0.53 0.68 -0.53
H 12.2932 13.7542 6.8296 0.42 0.18 0.34
H 14.1676 15.0699 5.8098 -0.96 0.52 0.55
H 14.2643 17.5386 6.3229 0.32 0.04 -0.20
H 12.7289 18.5238 7.9570 0.14 -0.70 -0.12
H 11.4014 17.0540 9.4224 -0.22 0.34 0.47
H 12.3928 8.3638 8.5382 -0.54 -0.23 -0.15
H 10.9421 6.3869 8.5053 -0.90 0.63 0.84
H 8.5387 6.5897 9.6604 1.21 1.38 -0.25
H 7.7218 8.8749 10.0867 -0.37 0.28 0.25
N 9.3835 11.5486 11.9837 1.23 -1.35 -4.72
P 8.6969 12.3052 13.1669 -1.23 1.56 4.55
N 7.5809 13.3818 12.5828 0.59 -1.36 0.05
C 7.9511 14.1786 11.4260 0.16 0.37 -0.11
C 6.7727 14.4445 10.5023 -0.78 0.57 -1.22
C 5.4575 13.8270 10.9852 0.73 -0.53 0.94
C 5.3143 14.3598 12.4064 -1.18 -0.18 1.08
C 6.4340 13.8533 13.3555 -0.29 1.24 0.35
N 9.8922 12.9615 14.0914 -0.93 0.84 -0.10
C 9.5426 13.6653 15.4333 0.22 -1.08 -1.55
C 10.1523 15.0551 15.4631 1.11 0.88 -0.22
C 11.7041 15.0076 15.2303 0.40 -0.39 0.00
C 12.1561 14.1662 14.0069 0.09 -0.14 -0.21
C 11.3376 12.8588 13.7442 0.01 0.44 1.76
N 7.8584 11.2412 14.1307 0.10 -0.45 -0.19
C 8.6739 10.3639 15.0573 0.03 0.43 -0.22
C 7.8697 10.1251 16.3104 -0.72 -0.06 0.28
C 6.5476 9.4211 15.9499 -0.37 -0.76 0.88
C 5.7130 10.1091 14.8571 0.21 0.13 -0.82
C 6.6442 10.5023 13.6676 -0.40 -0.15 -0.29
H 8.6839 13.6200 10.8153 0.49 0.03 0.21
H 8.4616 15.1316 11.6812 -0.07 -0.64 0.07
H 6.9811 14.0614 9.5019 0.18 0.08 -0.12
H 6.6945 15.5461 10.3788 -0.31 -0.68 0.08
H 5.5097 12.7142 10.9676 0.22 0.49 0.23
H 4.6005 14.0174 10.3635 -0.18 0.64 -0.29
H 4.3575 14.0807 12.9205 0.63 0.27 -0.74
H 5.3390 15.4631 12.3933 -0.06 -0.42 -0.17
H 6.0208 13.0847 14.0293 0.59 0.15 -0.40
H 6.7577 14.7271 13.9738 -0.22 -0.70 -0.15
H 9.9924 12.9872 16.1784 -0.24 0.50 0.12
H 8.4349 13.6414 15.5344 0.76 0.11 0.04
H 9.9808 15.5404 16.4274 -0.07 -0.32 0.11
H 9.6959 15.7609 14.7490 -0.05 -0.58 -0.10
H 12.1766 14.5260 16.1112 -0.40 0.29 -0.21
H 12.2238 16.0014 15.1305 -1.00 -0.75 0.24
H 13.2213 13.8959 14.1987 -0.76 -0.08 -0.23
H 12.1937 14.7575 13.0746 -0.39 -0.14 0.41
H 11.7136 12.0271 14.3671 0.23 0.26 -0.32
H 11.3944 12.6114 12.7114 0.26 -0.29 -0.74
H 9.6161 10.8969 15.2831 -0.38 -0.57 -0.27
H 8.8389 9.3658 14.5852 0.25 0.77 -0.02
H 7.6545 11.0824 16.8020 0.07 -0.08 -0.09
H 8.4073 9.5032 17.0466 -0.03 0.24 -0.43
H 5.9473 9.3548 16.8836 0.23 -0.05 -0.62
H 6.7756 8.3549 15.6758 -0.21 0.90 0.00
H 5.1945 11.0095 15.2321 0.22 -0.38 -0.01
H 4.9374 9.4063 14.4393 0.68 0.72 0.53
H 6.0994 11.0703 12.8588 0.58 -0.44 0.92
H 6.9602 9.5217 13.2442 0.10 0.56 -0.10
```
Positions in Å, forces in eV/Å.

Its HOMO-LUMO gap (alpha / beta) is 4.97 / 5.47 eV. The expectation value of S² is 1.16. Its charge is +2. For the highest occupied orbital energy (alpha / beta), the calculation gives -0.491 / -0.495 Ha. As for the calculated total energy: -2873.496616 Ha. As for the multiplicity: 2.

Here are the Mulliken charges for atoms 1 to 6, given in e: V 0.822; C -1.649; C -0.184; N 0.865; N -0.695; C 0.498

=====

Density functional theory data (the ωB97M-V functional and the def2-TZVPD basis) for C28H33F4N3NiS2Si as an isolated structure.

The geometry in XYZ format:
```
72
Properties=species:S:1:pos:R:3:forces:R:3
Ni -0.4194 0.4500 1.0058 -0.02 -0.08 -0.23
F 3.7660 1.9733 5.3011 -0.07 0.15 0.04
C 3.4007 0.8140 4.6790 0.12 0.02 -0.07
F 3.7860 -0.1618 5.5488 -0.09 -0.12 0.10
F 4.1951 0.6969 3.6220 0.00 -0.03 -0.03
C 1.9271 0.7666 4.4126 0.09 -0.03 0.21
C 1.1208 0.6773 5.5372 -0.02 -0.01 -0.02
C -0.2592 0.6284 5.4206 0.07 0.00 -0.02
C -0.7818 0.6646 4.1363 -0.03 0.02 0.02
N -0.0228 0.7562 3.0611 0.00 -0.04 -0.07
C 1.3356 0.8194 3.1301 0.05 0.02 -0.12
S 2.0858 0.9110 1.6014 0.06 0.03 -0.05
H 1.5853 0.6378 6.5156 0.02 0.00 0.01
H -0.9046 0.5536 6.2835 0.00 0.00 0.01
H -1.8481 0.6153 3.9447 -0.03 0.00 -0.01
C 3.1346 0.6836 -2.8719 -0.01 0.02 0.00
C 2.2793 -0.0513 -1.8379 -0.02 0.06 0.02
C 3.1040 -1.1179 -1.1189 -0.01 0.01 -0.03
C 1.0342 -0.6460 -2.4665 -0.03 0.01 0.05
C 1.1856 -1.6116 -3.4532 0.00 -0.03 0.01
C 0.0870 -2.1827 -4.0691 0.00 -0.01 -0.01
C -1.1780 -1.7796 -3.6809 -0.01 -0.09 0.01
C -1.3794 -0.8249 -2.6878 0.05 -0.01 0.04
C -2.8249 -0.5469 -2.3118 -0.06 0.09 -0.12
C -3.1939 0.9149 -2.0655 -0.06 0.01 0.01
C -3.2362 -1.4222 -1.1288 -0.01 0.00 0.00
C -0.2579 -0.2389 -2.0656 0.06 0.08 -0.08
N -0.3989 0.7656 -1.0851 0.06 0.14 0.19
C -0.2364 2.0304 -1.5196 0.03 -0.07 -0.04
C -0.0579 2.4362 -2.8678 -0.01 -0.04 -0.02
C 0.0841 3.7658 -3.2337 0.01 0.04 -0.03
C 0.0586 4.7857 -2.2950 0.00 0.02 -0.02
C -0.1180 4.4318 -0.9559 0.01 -0.01 0.02
C -0.2549 3.1160 -0.6102 -0.03 -0.04 0.09
F -0.4278 2.8178 0.7125 -0.03 0.12 -0.10
H 3.9975 1.1437 -2.3859 0.04 0.02 0.02
H 2.5611 1.4706 -3.3627 -0.01 0.01 -0.01
H 3.5066 -0.0020 -3.6393 0.01 -0.02 -0.01
H 1.9561 0.6740 -1.0915 -0.01 -0.03 -0.02
H 3.4744 -1.8699 -1.8229 0.01 -0.02 0.00
H 2.5078 -1.6171 -0.3581 -0.04 -0.03 0.06
H 3.9586 -0.6622 -0.6168 0.05 0.02 0.01
H 2.1844 -1.9227 -3.7403 0.02 0.00 -0.01
H 0.2126 -2.9376 -4.8359 0.01 -0.02 -0.03
H -2.0492 -2.2277 -4.1493 -0.01 0.00 -0.01
H -3.4084 -0.8786 -3.1832 0.00 0.03 0.07
H -2.7575 1.2827 -1.1415 -0.04 0.00 -0.02
H -4.2795 0.9984 -1.9737 -0.04 0.01 -0.03
H -2.8631 1.5555 -2.8858 0.02 0.01 0.00
H -2.5965 -1.2249 -0.2717 0.04 0.05 0.05
H -3.1558 -2.4819 -1.3806 0.02 -0.03 0.01
H -4.2639 -1.2086 -0.8299 -0.07 0.02 0.02
H -0.0446 1.6691 -3.6314 0.00 0.00 -0.02
H 0.2153 4.0059 -4.2842 0.00 -0.01 -0.01
H 0.1674 5.8233 -2.5827 0.00 0.01 0.00
H -0.1491 5.1738 -0.1681 0.00 0.01 0.02
C -1.9069 -2.5115 2.2654 0.16 0.02 -0.07
Si -0.3320 -1.9023 1.3415 -0.01 -0.31 0.14
C -0.1586 -3.1989 -0.0639 -0.04 0.13 0.07
C 1.0389 -2.4864 2.5592 -0.13 0.04 -0.08
H -1.9382 -3.6044 2.3127 0.01 -0.10 0.03
H -2.8250 -2.1607 1.7974 -0.10 0.03 -0.06
H -1.9044 -2.1342 3.2902 -0.01 0.06 0.10
H -0.2386 -4.2009 0.3695 0.00 -0.10 0.01
H 0.8022 -3.1255 -0.5729 0.11 0.02 -0.05
H -0.9282 -3.0917 -0.8290 -0.04 0.01 -0.02
H 1.0162 -3.5757 2.6589 0.00 -0.10 0.02
H 0.8796 -2.0599 3.5524 -0.01 0.05 0.09
H 2.0369 -2.1893 2.2363 0.08 0.03 -0.06
S -5.1155 1.4388 1.9144 0.03 0.00 0.00
C -3.5390 1.0883 1.5770 -0.13 -0.06 0.05
N -2.4316 0.8223 1.3396 0.00 0.03 -0.01
```
Positions in Å, forces in eV/Å.

Its HOMO-LUMO gap (alpha / beta) is 5.69 / 6.37 eV. The expectation value of S² is 2.01. Its charge is -2. For the highest occupied orbital energy (alpha / beta), the calculation gives -0.034 / -0.060 Ha. As for the calculated total energy: -4244.840869 Ha. As for the multiplicity: 3.

Here are the Mulliken charges for atoms 1 to 6, given in e: Ni 0.330; F -0.298; C 0.597; F -0.298; F -0.224; C 0.014